A cluster of 6 separate species, C21H17F5I2N2O15S in total, computed with wB97M-V/def2-TZVPD.

Bonds (Å) are listed after each position.
Cartesian coordinates (Å):
1 I 1.595 2.818 3.238  C2 2.191
2 C 2.557 1.130 2.226  I1 2.191, C3 1.586, C10 1.556
3 C 1.732 0.274 1.176  C2 1.586, C4 1.557, H12 1.153
4 C 2.368 -0.959 0.471  C3 1.557, C5 1.592, H13 1.139
5 C 3.873 -1.274 0.885  C4 1.592, N6 1.445, C9 1.575
6 N 4.544 -2.420 0.317  C5 1.445, S7 1.709
7 S 6.087 -2.330 1.044  N6 1.709, N8 1.710
8 N 6.045 -0.946 2.048  S7 1.710, C9 1.445
9 C 4.713 -0.407 1.898  C5 1.575, N8 1.445, C10 1.594
10 C 4.040 0.853 2.606  C2 1.556, C9 1.594, I11 2.169
11 I 5.221 2.008 4.010  C10 2.169
12 H 0.647 0.593 0.950  C3 1.153
13 H 1.824 -1.615 -0.286  C4 1.139
14 C -1.451 -3.089 1.145  C15 1.493, O19 1.422, H21 1.093, H22 1.090
15 C -2.224 -2.090 0.348  C14 1.493, O16 1.415, F20 1.356, H23 1.093
16 O -1.246 -1.534 -0.509  C15 1.415, C17 1.361
17 C -0.329 -2.521 -0.699  O16 1.361, O18 1.203, O19 1.360
18 O 0.498 -2.514 -1.573  C17 1.203
19 O -0.464 -3.519 0.216  C14 1.422, C17 1.360
20 F -2.711 -1.106 1.142  C15 1.356
21 H -0.961 -2.646 2.016  C14 1.093
22 H -2.067 -3.924 1.477  C14 1.090
23 H -3.033 -2.520 -0.249  C15 1.093
24 C 1.444 -4.688 5.458  C25 1.495, O29 1.421, H31 1.094, H32 1.091
25 C 1.385 -3.258 5.027  C24 1.495, O26 1.413, F30 1.353, H33 1.094
26 O 0.397 -3.266 4.016  C25 1.413, C27 1.363
27 C -0.447 -4.285 4.342  O26 1.363, O28 1.198, O29 1.362
28 O -1.541 -4.426 3.876  C27 1.198
29 O 0.104 -5.119 5.269  C24 1.421, C27 1.362
30 F 2.559 -2.866 4.479  C25 1.353
31 H 2.110 -5.290 4.833  C24 1.094
32 H 1.748 -4.796 6.500  C24 1.091
33 H 1.095 -2.561 5.818  C25 1.094
34 C -2.171 -3.897 -5.386  C35 1.495, O39 1.420, H41 1.094, H42 1.091
35 C -1.512 -2.681 -4.817  C34 1.495, O36 1.412, F40 1.355, H43 1.094
36 O -2.343 -2.344 -3.727  C35 1.412, C37 1.362
37 C -2.883 -3.520 -3.305  O36 1.362, O38 1.199, O39 1.362
38 O -3.420 -3.670 -2.244  C37 1.199
39 O -2.730 -4.507 -4.231  C34 1.420, C37 1.362
40 F -1.529 -1.658 -5.705  C35 1.355
41 H -2.972 -3.652 -6.091  C34 1.094
42 H -1.462 -4.564 -5.879  C34 1.091
43 H -0.491 -2.848 -4.463  C35 1.094
44 C -2.759 2.138 -5.106  C45 1.495, O49 1.420, H51 1.094, H52 1.091
45 C -2.278 1.772 -6.473  C44 1.495, O46 1.412, F50 1.355, H53 1.094
46 O -2.206 3.016 -7.136  C45 1.412, C47 1.364
47 C -1.948 3.932 -6.159  O46 1.364, O48 1.197, O49 1.364
48 O -1.557 5.043 -6.365  C47 1.197
49 O -2.185 3.422 -4.916  C44 1.420, C47 1.364
50 F -3.184 0.995 -7.115  C45 1.355
51 H -3.849 2.215 -5.049  C44 1.094
52 H -2.417 1.437 -4.342  C44 1.091
53 H -1.297 1.288 -6.489  C45 1.094
54 C 0.040 8.472 2.941  C55 1.495, O59 1.420, H61 1.094, H62 1.091
55 C 0.913 7.427 2.323  C54 1.495, O56 1.413, F60 1.354, H63 1.094
56 O 1.448 6.749 3.441  C55 1.413, C57 1.363
57 C 0.505 6.865 4.419  O56 1.363, O58 1.197, O59 1.363
58 O 0.482 6.197 5.412  C57 1.197
59 O -0.412 7.829 4.124  C54 1.420, C57 1.363
60 F 1.932 7.992 1.634  C55 1.354
61 H 0.591 9.378 3.208  C54 1.094
62 H -0.798 8.748 2.299  C54 1.091
63 H 0.381 6.717 1.683  C55 1.094

Output
Frontier orbital gap, eV: 7.18
ΔE to the lowest compared entry with this formula, charge and spin, eV: 5.004
Calculated total energy, Eh: -3541.3396
HOMO level, eV: -8.46
Total charge: 0
SMILES: O=C1OC[C@@H](F)O1.O=C1OC[C@@H](F)O1.O=C1OC[C@@H](F)O1.O=C1OC[C@@H](F)O1.O=C1OC[C@@H](F)O1.Ic1ccc2nsnc2c1I

These are the Löwdin partial charges, in e, on atoms 1 to 4:
1 I 0.74
2 C -0.66
3 C -0.09
4 C 0.04